[1]
{"formula": "C32H61F15N6O30P2", "method": "ωB97M-V/def2-TZVPD", "fmax_ev_per_a": 5.5, "homo_lumo_gap_ev": 10.5, "total_energy_ha": -6021.9330, "elements": ["P", "P", "F", "F", "F", "F", "F", "F", "F", "F", "F", "F", "F", "F", "F", "F", "F", "O", "O", "O", "O", "O", "O", "O", "O", "O", "O", "O", "O", "O", "O", "O", "O", "O", "O", "O", "O", "O", "O", "O", "O", "O", "O", "O", "O", "O", "O", "N", "N", "N", "N", "N", "N", "C", "C", "C", "C", "C", "C", "C", "C", "C", "C", "C", "C", "C", "C", "C", "C", "C", "C", "C", "C", "C", "C", "C", "C", "C", "C", "C", "C", "C", "C", "C", "C", "H", "H", "H", "H", "H", "H", "H", "H", "H", "H", "H", "H", "H", "H", "H", "H", "H", "H", "H", "H", "H", "H", "H", "H", "H", "H", "H", "H", "H", "H", "H", "H", "H", "H", "H", "H", "H", "H", "H", "H", "H", "H", "H", "H", "H", "H", "H", "H", "H", "H", "H", "H", "H", "H", "H", "H", "H", "H", "H", "H", "H"], "positions_angstrom": [[-0.0040, -1.6989, -0.0300], [-0.0263, 0.8227, -5.6140], [-0.0195, -4.3758, 3.9734], [1.6408, -3.0708, 4.0995], [4.7526, 2.5602, -0.6215], [4.0904, 0.5760, -0.0337], [0.0473, 1.1192, 4.0910], [1.9046, -5.1637, 4.6800], [3.7920, 0.8033, -3.9172], [0.5949, -0.3622, 5.6075], [-2.5811, -2.4162, 4.9412], [4.2205, -1.1466, -2.9936], [2.0144, 1.2002, 4.9259], [-2.8999, -0.7115, 6.3406], [-2.2441, -0.3954, 4.3211], [6.0454, 1.2044, 0.5470], [2.2587, -0.8442, -3.8836], [-4.0257, 0.6557, 1.4679], [1.5212, 5.0279, -4.3044], [-3.1007, -4.7864, -1.0761], [0.8178, 1.3393, -4.5150], [-1.3640, 0.0282, -5.2683], [-4.9903, -2.1583, 4.0587], [4.2883, 1.5545, 2.7508], [-0.1056, -0.0748, -0.2549], [1.5632, -1.6904, 0.4907], [0.7062, -0.1930, -6.6038], [6.9724, -1.6325, 5.2490], [-3.5390, -3.4056, -2.6897], [3.8013, -2.3037, -5.5877], [0.4573, 3.2560, 6.1367], [-5.0149, 0.8431, -2.3250], [-5.1724, 0.0435, 4.6476], [6.3986, -0.5264, 3.4284], [2.8671, -4.6917, 1.9574], [-0.3374, -2.5312, -1.2484], [-0.6627, 1.4797, 7.1895], [-4.9472, 2.9603, -2.0046], [-0.6788, 4.2128, -2.2176], [-0.9192, -1.9737, 1.2677], [0.6347, -5.0896, 1.6308], [-1.3844, 5.4903, -3.7337], [-5.1506, -0.7062, 0.2258], [-0.5404, 2.0008, -6.5865], [4.7506, -0.2633, -6.0814], [3.6078, 3.4121, 1.5300], [2.6658, 5.9801, -2.7778], [2.1400, 5.0200, -3.2577], [-4.4528, 1.9344, -2.3946], [-2.9893, -4.3739, -2.1662], [6.1301, -1.1444, 4.4768], [-1.0645, 5.2811, -2.5845], [-5.0628, 0.2827, 0.9570], [5.9606, 0.5251, -7.9654], [1.7068, -4.7874, 2.4033], [-0.1421, -6.5513, -0.0748], [0.8494, -5.4596, 0.2522], [2.3888, 3.7559, -2.5158], [-1.9543, -5.0295, -2.9425], [-1.3458, -1.0051, -4.3573], [1.8705, -1.1421, 1.7500], [3.5805, -0.5436, -4.0080], [-0.9821, 3.2629, -6.1189], [4.0692, -1.1049, -5.3545], [1.2938, -4.3594, 3.7898], [4.8029, 1.6348, 0.3900], [4.6833, -1.3012, 4.8298], [0.7109, 0.6363, -1.1524], [-3.0579, -1.1501, 5.0908], [-6.2878, 1.0278, 1.4122], [-0.0171, -0.8776, -7.6595], [2.7016, 3.9728, 2.4487], [-6.2097, -2.2050, 3.4608], [-1.0388, 6.4486, -1.6336], [-2.3215, -2.1216, 1.0781], [4.2281, 2.1917, 1.7120], [-7.3570, -2.5039, 4.4682], [-4.5204, -1.0202, 4.6031], [0.6865, 0.9688, 5.2246], [1.2572, 3.4114, 2.3006], [-1.2127, 2.2185, 8.2848], [-0.1491, 2.0683, 9.4118], [-3.0507, 1.8517, -2.8700], [4.9494, -0.4706, -7.4843], [0.1403, 2.0264, 6.2068], [0.6513, 3.5591, 3.1946], [1.0636, 0.0097, -1.9716], [0.0682, 1.0359, 9.6860], [-7.0815, 0.3755, 1.7763], [-1.1544, -6.1579, 0.0183], [6.5949, 0.7903, -7.1195], [-2.6407, -1.7903, 0.0899], [-2.4393, 2.7356, -2.6885], [2.6368, -1.7826, 2.1868], [-6.6926, 1.6572, 0.6198], [-0.1295, -7.4467, 0.5466], [-2.1953, 1.8922, 8.6256], [2.4893, -0.2773, 1.5104], [-0.1927, 7.0846, -1.8936], [-7.3401, -1.7125, 5.2175], [0.0029, -6.8559, -1.1113], [-5.9885, 1.6936, 2.2216], [0.7779, 3.8564, 1.4287], [-6.1471, -3.1091, 2.8552], [4.3819, -2.3466, 4.7647], [-6.4395, -1.3224, 2.8639], [3.0957, 3.8507, 3.4577], [-2.0731, 6.7678, -1.7619], [4.0240, -0.4485, -8.0597], [0.1123, 1.3990, -1.6505], [6.6904, 0.1384, -8.6768], [2.7387, 5.0593, 2.3687], [-2.5513, -3.1858, 1.1290], [-1.0131, -4.5588, -2.6584], [0.7926, 2.5826, 9.2200], [-0.2214, 4.0375, -6.2160], [-0.3538, -1.2980, -4.0136], [-0.5464, 2.5902, 10.2823], [-0.8365, 6.0749, -0.6298], [-2.5188, 1.0305, -2.3895], [-0.7482, -0.1685, -8.0478], [-1.8979, -6.0867, -2.6830], [-3.0491, 1.5688, -3.9227], [-8.3643, -2.6080, 4.0649], [1.3229, 2.3396, 2.1133], [5.2824, -1.5081, -7.5160], [-2.8719, -1.5648, 1.8365], [1.0689, -0.8886, 2.4438], [0.5139, -4.6300, -0.3701], [-1.8307, -0.6436, -3.4505], [4.5391, -1.0144, 5.8715], [5.4554, 1.4388, -8.2787], [-2.1187, -4.7771, -3.9900], [-1.1749, 3.1120, -5.0568], [4.0193, -0.7502, 4.1638], [-1.3608, 3.2689, 8.0341], [1.9145, 2.8458, -2.8829], [-7.1615, -3.3455, 5.1328], [-1.7403, -1.9371, -4.7620], [1.8705, -5.7112, -0.0344], [3.4747, 3.6792, -2.4601], [0.5655, -1.1138, -8.5500], [2.0312, 4.0070, -1.5172], [1.6097, 0.9926, -0.6491], [-0.6199, -1.7373, -7.3667], [-1.9335, 3.5778, -6.5476]], "forces_ev_per_angstrom": [[0.9, 1.2, -0.9], [0.3, 1.3, -0.7], [-0.1, -0.6, 0.0], [0.4, -1.0, -0.6], [0.3, -0.8, 1.0], [-0.2, 0.3, 0.3], [-0.7, -0.2, -0.6], [-0.3, 0.2, -0.2], [-0.5, -1.4, 0.2], [0.0, 2.2, -0.2], [-0.7, 0.9, 0.7], [-0.2, 0.4, -0.3], [-1.4, -0.2, 0.9], [-0.4, -0.6, -0.2], [-0.7, 0.1, 0.1], [0.0, 0.5, 0.1], [1.3, 0.5, 0.0], [0.2, 0.2, -0.3], [-0.1, -0.2, 0.2], [-1.3, -0.6, 3.4], [-0.9, -0.8, -0.6], [0.1, 1.8, -1.3], [3.5, 1.1, 1.9], [-0.2, 1.4, -2.2], [-1.5, -1.7, 0.9], [-3.0, -1.9, -1.1], [0.3, -0.4, -0.3], [-1.6, 0.8, -1.3], [-0.1, -0.7, 0.8], [0.8, 3.6, 0.2], [-1.3, -5.4, -0.1], [0.2, 0.7, -0.4], [2.4, -3.1, 0.1], [-0.4, -1.3, 2.1], [-3.2, -0.5, 2.1], [0.9, 1.3, 2.3], [0.7, -0.4, -2.9], [0.2, 0.9, -0.2], [0.5, -1.7, 1.3], [1.9, 0.7, -1.1], [1.3, 0.1, 1.4], [-0.6, 0.7, 0.1], [-0.4, 1.4, 0.8], [0.3, -1.7, -0.7], [-0.8, 1.3, 0.5], [1.4, -1.8, -1.5], [0.4, 1.5, 0.8], [-0.2, -1.3, -1.4], [0.0, -2.0, 0.9], [0.8, 1.7, -3.0], [1.3, 0.4, -0.8], [0.9, 1.0, -1.2], [-0.3, -1.3, 0.2], [0.5, 0.5, 0.7], [2.3, 0.9, -4.4], [-0.5, -0.3, 0.0], [-0.7, -0.3, -0.8], [0.1, -0.1, 0.9], [1.1, -0.1, -1.2], [0.6, -1.4, 2.0], [2.1, 0.9, 0.3], [-0.3, 0.5, 0.2], [-0.3, 0.1, 1.7], [-0.9, -4.1, -0.5], [-0.1, 1.0, 1.6], [0.0, 0.3, -1.2], [-0.6, -0.3, 0.3], [0.5, -0.5, -1.1], [1.4, -0.4, -0.8], [-0.4, 0.7, 0.1], [-1.2, 1.3, -0.5], [-0.9, 0.0, 2.0], [-3.4, -1.5, -0.6], [-0.4, -1.1, 0.1], [-0.9, -0.6, -0.5], [-1.4, 0.6, 2.4], [0.8, 0.9, 1.1], [-3.1, 2.3, -0.7], [1.7, -1.3, -0.3], [1.1, 0.1, -0.4], [2.0, 1.0, 1.1], [-0.9, 0.8, 0.3], [1.2, 0.0, -0.5], [0.5, -1.9, -0.2], [-0.1, 4.4, 3.0], [0.2, 0.2, -0.1], [0.0, -0.2, 0.0], [-0.2, 0.0, -0.2], [0.4, -0.3, -0.3], [0.0, 0.1, -0.1], [-0.1, 0.1, 0.2], [0.0, 0.2, 0.1], [-0.7, 0.3, -0.1], [-0.5, -0.4, 0.4], [0.3, -0.3, -0.3], [0.5, 0.0, 0.1], [0.2, -0.9, -0.6], [-0.5, 0.6, 0.3], [-0.6, 0.3, -0.5], [-0.4, 0.5, -0.2], [0.0, 0.0, 0.0], [0.2, -0.3, -0.1], [-0.1, 0.0, 0.1], [0.0, 0.4, -0.6], [0.5, -0.1, -0.1], [0.2, -0.1, 0.1], [-0.2, -0.6, 0.2], [0.5, 1.0, 0.3], [-0.3, 0.3, 0.4], [0.1, 0.3, 0.4], [-0.6, 0.0, -0.4], [0.0, -0.1, -0.8], [-0.1, 0.0, 0.2], [0.0, 0.1, 0.2], [-0.1, -0.1, -0.5], [0.0, -0.2, -0.2], [0.4, 0.3, -0.2], [-0.1, -0.2, 0.3], [-0.3, -0.2, -0.2], [-0.6, -0.1, 0.4], [-0.2, 0.1, 0.0], [-0.3, 0.2, -0.3], [-0.3, 0.3, 0.0], [0.3, 0.1, -0.3], [0.0, -0.1, 0.1], [0.3, 0.0, -0.5], [0.3, 0.0, -0.1], [-0.2, -0.3, -0.4], [0.4, 0.4, 0.2], [-0.5, -0.6, -0.1], [0.2, 0.2, -0.2], [0.3, 0.0, -0.3], [-0.1, -0.5, 0.1], [0.0, 0.6, 0.2], [0.6, 0.3, 0.0], [0.3, 0.0, -0.3], [-0.1, 0.5, -0.5], [0.3, -0.6, -0.6], [-0.6, 0.3, 0.0], [0.1, 0.1, 0.7], [-0.2, -0.1, -0.1], [0.8, -0.1, 0.7], [0.1, -0.3, 0.1], [-0.2, 0.4, 0.1], [0.6, -0.1, 0.6], [0.2, -0.3, -0.5]], "mulliken_charge": [0.256, 0.535, -0.255, -0.128, -0.216, -0.170, -0.131, -0.282, -0.224, -0.276, -0.232, -0.266, -0.205, -0.234, -0.232, -0.257, -0.306, -0.461, -0.500, -0.559, -0.022, -0.276, -0.261, -0.520, -0.015, -0.548, -0.143, -0.572, -0.582, -0.624, -0.594, -0.571, -0.586, -0.490, -0.619, -0.389, -0.170, -0.612, -0.278, 0.148, -0.201, -0.506, -0.481, -0.482, -0.193, -0.344, -0.636, 0.992, 1.045, 1.071, 0.946, 0.742, 0.964, -1.144, 0.468, -1.248, 0.383, -0.253, -0.731, -0.137, -0.259, 1.186, -0.231, 0.087, 0.940, 0.832, -0.461, 0.239, 0.878, -0.971, -0.820, -0.504, 0.474, -0.794, -0.121, 0.484, -1.305, 0.409, 1.267, -0.199, -0.287, -1.135, 0.385, -0.211, -0.086, 0.341, 0.245, 0.295, 0.283, 0.218, 0.320, 0.225, -0.420, 0.177, 0.340, 0.398, 0.364, -0.353, 0.288, 0.341, 0.347, 0.381, 0.176, 0.306, 0.327, -0.280, 0.337, 0.326, 0.245, 0.069, 0.345, 0.351, 0.293, 0.166, 0.311, 0.231, 0.159, 0.414, 0.261, -0.205, 0.321, 0.306, 0.361, 0.375, -0.239, 0.346, -0.542, 0.506, -0.265, -0.068, 0.312, 0.319, 0.317, -0.143, -0.077, 0.299, -0.234, 0.347, 0.332, 0.406, 0.506, 0.289, 0.101, -0.276, 0.257, 0.341]}

[2]
{"formula": "C32H62BIrN2O4P3", "method": "ωB97M-V/def2-TZVPD", "fmax_ev_per_a": 1.7, "s2": 0.753, "homo_lumo_gap_ev": [5.1, 5.1], "total_energy_ha": -2819.8385, "multiplicity": 2, "relative_energy_kcal_mol": 33.3, "total_charge": 2, "elements": ["Ir", "P", "P", "P", "O", "O", "O", "O", "N", "N", "C", "C", "C", "C", "C", "C", "C", "C", "C", "C", "C", "C", "C", "C", "C", "C", "C", "C", "C", "C", "C", "C", "C", "C", "C", "C", "C", "C", "C", "C", "C", "C", "B", "H", "H", "H", "H", "H", "H", "H", "H", "H", "H", "H", "H", "H", "H", "H", "H", "H", "H", "H", "H", "H", "H", "H", "H", "H", "H", "H", "H", "H", "H", "H", "H", "H", "H", "H", "H", "H", "H", "H", "H", "H", "H", "H", "H", "H", "H", "H", "H", "H", "H", "H", "H", "H", "H", "H", "H", "H", "H", "H", "H", "H", "H"], "positions_angstrom": [[0.0442, -0.4385, -0.7165], [0.4511, -2.9187, -0.5915], [-1.8887, 1.1888, -0.8487], [3.5193, 1.8612, 2.1240], [3.3403, 3.0970, 1.1125], [4.3087, 2.0645, 3.3481], [1.9212, 1.5649, 2.3694], [1.0459, 1.6209, -0.7971], [-2.1696, -0.4758, -2.8920], [-1.3032, -2.5479, -2.5771], [-3.2816, 1.0714, 1.5619], [-2.5233, -2.6839, -3.2135], [3.0498, -2.0752, -0.2657], [1.5852, 1.3405, 4.7866], [0.3138, 2.5877, -1.5424], [2.2775, -2.3352, -2.6094], [-0.8818, 3.4547, 0.4726], [-4.2061, -0.1882, -0.3770], [-0.5407, -3.6206, -2.0092], [2.2856, -0.6277, 3.3913], [1.4715, 0.6652, 3.4255], [5.3448, 4.4999, 1.6893], [-1.7952, 3.8734, -1.8265], [0.0054, 0.3689, 3.1024], [-3.5430, 1.1273, 0.0521], [-3.0646, -1.3908, -3.4055], [-4.3019, -1.2210, -4.0194], [-4.4239, 2.3221, -0.2969], [0.2020, -5.5702, 0.4830], [0.9258, -3.7249, 2.0289], [2.2292, -2.9647, -1.2113], [2.7848, -4.3861, -1.2623], [3.0016, 5.1847, 2.3064], [3.7159, 5.0912, -0.1028], [-1.0569, 2.8745, -0.9343], [-3.2202, -3.8125, -3.6322], [3.8764, 4.4751, 1.2831], [-1.4162, -3.7753, 1.1648], [-2.3757, 0.9160, -2.6377], [-4.4524, -3.6301, -4.2301], [-4.9870, -2.3509, -4.4224], [0.0504, -4.0901, 0.8273], [-1.0168, -1.1593, -2.3845], [2.6594, -1.0472, -0.2640], [2.1724, -1.1187, 2.4208], [-1.5571, -2.7065, 1.3455], [1.8450, -2.9815, -3.3729], [-2.6907, 1.9151, 1.9149], [-5.9447, -2.2567, -4.9147], [1.2266, 0.6651, 5.5629], [0.8057, -2.6745, 2.3041], [-4.5293, 2.4697, -1.3722], [5.7383, 5.5041, 1.5380], [1.9787, -3.9275, 1.8344], [2.0953, -5.0726, -1.7557], [-0.2714, 2.8127, 1.1109], [-1.7197, 1.5116, -3.2736], [1.9511, -1.3088, 4.1727], [-0.5991, 1.2735, 3.1801], [-1.2149, -4.3964, -1.6449], [-1.9132, 3.5204, -2.8503], [3.3544, 6.2048, 2.4512], [-5.0068, -4.4894, -4.5807], [-3.4049, 1.2155, -2.8257], [-3.5081, -1.0277, -0.3165], [3.0149, -4.7689, -0.2689], [2.6721, 5.0415, -0.4207], [2.6216, 1.5887, 5.0016], [3.7115, -4.3795, -1.8385], [3.3210, -2.1678, -2.8796], [-2.7765, 4.1157, -1.4299], [1.9650, 5.2247, 1.9671], [-1.8403, 3.6211, 0.9614], [-0.2661, -5.8370, -0.4646], [-2.0990, -4.0906, 0.3742], [1.7664, -1.3670, -2.6415], [0.6307, -4.3289, 2.8884], [4.0176, 6.1366, -0.0775], [4.0868, -2.0303, -0.6020], [-4.7106, -0.2344, -4.1996], [3.3420, -0.4196, 3.5582], [-5.4204, 2.1393, 0.1081], [0.8809, 3.5201, -1.5992], [0.1336, -4.0716, -2.7408], [5.9264, 3.8032, 1.0836], [3.0518, -2.4494, 0.7568], [4.3372, 4.5587, -0.8229], [-0.2951, -6.1440, 1.2665], [0.9896, 2.2536, 4.8212], [-4.0511, 3.2415, 0.1531], [5.4770, 4.2389, 2.7335], [-5.0357, -0.4010, 0.2988], [-1.2229, 4.8018, -1.8652], [-4.2379, 1.1007, 2.0863], [-2.7996, -4.8035, -3.5172], [0.2233, 2.1917, -2.5563], [3.0433, 4.6643, 3.2646], [1.4995, 2.0533, -0.0569], [-0.3874, 4.4258, 0.3980], [-1.6981, -4.3111, 2.0721], [1.2438, -5.8804, 0.4553], [-0.1203, -0.0237, 2.0794], [-2.7733, 0.1458, 1.8379], [-4.6143, -0.1437, -1.3860], [-0.3758, -0.3622, 3.8142]], "forces_ev_per_angstrom": [[0.0, 1.2, -0.1], [-0.9, 0.0, -1.1], [0.4, -0.8, -1.1], [-0.6, 0.7, -0.1], [0.1, -0.6, 0.1], [0.1, -0.1, 0.0], [0.4, 0.1, -0.3], [-0.5, -1.0, -0.3], [0.9, 0.4, 0.0], [0.9, 0.2, 0.1], [0.0, 0.0, 0.0], [-0.7, 0.4, -0.4], [0.0, -0.2, 0.0], [0.1, 0.1, -0.1], [-0.3, 0.5, -0.5], [-0.2, -0.1, 0.0], [0.1, 0.0, 0.0], [0.1, 0.0, -0.1], [0.0, 0.0, 0.1], [0.0, 0.2, -0.1], [-0.3, -0.6, 0.2], [-0.1, -0.4, 0.0], [-0.1, -0.1, -0.1], [0.2, 0.2, -0.1], [0.6, -0.5, 0.5], [-0.3, -0.8, -0.3], [0.3, 0.2, 0.1], [0.2, 0.1, -0.1], [0.1, 0.1, -0.2], [0.0, 0.0, -0.1], [0.0, 0.4, 0.3], [-0.1, 0.0, 0.1], [0.0, -0.3, 0.0], [-0.1, -0.3, 0.2], [0.1, -0.2, 0.6], [0.3, 0.1, 0.1], [0.0, 0.7, -0.2], [0.0, 0.1, -0.1], [0.2, 0.0, 0.2], [-0.2, 0.2, -0.1], [0.0, -0.4, 0.0], [0.0, 0.8, 0.3], [-0.8, -0.2, 1.5], [0.1, 0.1, 0.0], [0.1, 0.1, 0.1], [-0.1, 0.0, 0.0], [0.0, 0.1, 0.0], [0.0, 0.0, 0.0], [0.0, 0.1, 0.0], [0.0, 0.0, 0.0], [0.0, -0.1, 0.0], [-0.1, 0.0, 0.0], [0.0, 0.0, -0.1], [0.0, 0.0, 0.1], [0.1, -0.1, 0.0], [0.0, 0.0, 0.1], [-0.1, 0.1, 0.0], [0.0, 0.0, 0.0], [0.0, 0.0, 0.0], [0.1, 0.0, 0.1], [0.0, 0.1, 0.0], [0.0, 0.0, 0.0], [0.0, 0.0, 0.0], [0.0, 0.1, 0.1], [0.0, 0.0, 0.0], [0.0, 0.0, 0.0], [0.0, 0.0, 0.0], [0.0, 0.0, 0.0], [0.0, 0.0, 0.0], [0.0, 0.0, 0.0], [0.0, 0.0, 0.0], [0.0, 0.0, 0.0], [0.0, 0.0, 0.0], [0.0, -0.1, 0.0], [0.0, 0.0, 0.0], [0.1, 0.0, -0.1], [0.0, 0.0, 0.0], [0.0, 0.0, 0.0], [0.0, 0.0, 0.0], [0.0, 0.0, 0.0], [0.0, -0.1, 0.1], [0.0, -0.1, 0.0], [0.1, -0.1, 0.1], [0.0, -0.1, 0.1], [0.0, 0.1, 0.0], [0.0, 0.1, 0.0], [0.0, 0.0, 0.0], [0.0, 0.0, 0.0], [0.0, 0.0, 0.0], [0.0, 0.0, 0.0], [0.0, -0.1, 0.1], [0.0, 0.1, 0.0], [0.0, 0.0, 0.0], [0.0, 0.0, 0.0], [0.0, 0.0, 0.0], [0.1, 0.0, 0.0], [0.0, 0.1, 0.0], [0.1, -0.2, 0.5], [0.0, 0.0, 0.0], [0.0, 0.0, 0.0], [0.0, 0.0, 0.0], [0.1, -0.1, 0.1], [0.0, 0.0, 0.0], [0.0, 0.0, 0.0], [-0.1, 0.0, 0.0]], "mulliken_spin": [0.004, -0.008, 0.000, 0.745, -0.064, 0.189, 0.096, -0.008, 0.001, -0.001, 0.000, 0.000, -0.043, 0.008, 0.003, 0.002, -0.009, 0.000, 0.000, 0.055, -0.032, -0.001, 0.000, 0.014, 0.000, 0.000, 0.000, 0.000, 0.000, -0.002, 0.007, 0.000, 0.010, -0.001, -0.001, 0.000, 0.020, 0.000, 0.000, 0.000, 0.000, 0.000, 0.004, 0.036, -0.036, 0.000, 0.000, 0.000, 0.000, 0.000, -0.001, 0.000, 0.000, 0.000, 0.000, 0.006, 0.000, 0.002, 0.001, 0.000, 0.000, 0.000, 0.000, 0.000, 0.000, 0.000, -0.001, -0.003, 0.000, 0.000, 0.000, -0.002, 0.000, 0.000, 0.000, 0.000, 0.000, 0.000, -0.006, 0.000, -0.004, 0.000, -0.001, 0.000, 0.000, 0.006, 0.000, 0.000, -0.002, 0.000, 0.001, 0.000, 0.000, 0.000, 0.000, 0.000, 0.007, 0.011, -0.001, 0.000, 0.000, -0.003, 0.000, 0.000, -0.002]}

- What is the formula in the second record?
  C32H62BIrN2O4P3